No. 1
# C6H12S2Si

The molecule C6H12S2Si in a non-equilibrium geometry (wB97M-V/def2-TZVPD, the OMol25 dataset).

Summary:
<S²> = 2.01
Gap between HOMO and LUMO (alpha / beta) = 0.26847 / 0.30965 Ha
E_LUMO (alpha / beta) = 0.5 / -0.7 eV
Relative energy (zero: lowest compared OMol25 entry of this formula, charge and spin) = 13.26 kcal per mole
Highest occupied orbital energy (alpha / beta) = -0.249 / -0.336 Eh
Multiplicity = 3

Positions of all 21 atoms, in Å:
H -0.526946 -2.933238 -0.234969
H -0.082560 -0.371996 -1.477212
H 1.373535 2.859461 -1.274650
S -1.603688 1.309255 -0.440549
C 0.390330 -1.167774 -0.932040
H -0.724166 -1.702127 0.987968
S -2.675786 -0.158668 0.547016
H 0.996442 -1.912867 -1.509608
H 1.868308 3.493509 0.841215
C -2.134355 -1.611762 -0.379847
H -2.311182 -1.464149 -1.461104
H 2.598327 -1.770925 0.937472
Si 0.748562 3.167170 0.015720
C 2.216873 -0.767859 0.937635
C -0.652886 -1.885074 -0.043459
H 2.731549 0.086312 1.329452
H -2.821405 -2.398506 -0.043347
C 1.397417 -0.417597 -0.005405
H -0.343654 1.464393 1.611451
C -0.403121 1.754494 0.597465
H -0.041592 4.427956 -0.003210

Cartesian forces (eV/Å) of the 6 atoms listed first:
0.3 -0.8 0.3
0.0 -0.3 -1.0
-0.2 0.0 -0.4
-1.4 -0.2 -0.4
1.7 0.7 2.2
1.4 0.3 1.5

Here are the natural (NBO) charges for atoms 1 to 4, given in e: 0.209 0.239 -0.163 0.278



No. 2
# C4H10O

A structure of composition C4H10O (wB97M-V/def2-TZVPD, the OMol25 dataset).

Summary:
Gap between HOMO and LUMO = 0.30589 Ha
E_LUMO = 0.8 eV
Relative energy (zero: lowest compared OMol25 entry of this formula, charge and spin) = 99.73 kcal per mole
Highest occupied orbital energy = -0.278 Eh
Multiplicity = 1

Positions of all 15 atoms, in Å:
C -0.166017 -0.047243 -1.468549
C -1.978990 0.022029 0.501479
H -2.322441 -0.715604 -0.229747
H -1.422619 -0.474377 1.297155
H -1.586711 1.437634 -0.782126
O -1.073231 0.928947 -0.138710
H 0.454837 -1.529289 -0.020085
H 2.404646 0.810230 -0.506039
H 1.374562 0.675285 0.925601
H 0.325008 0.879933 -1.838995
H 1.429257 -1.296737 -1.444922
C 0.893101 -0.743331 -0.653581
H -2.814326 0.577874 0.937854
C 1.890222 0.097323 0.149900
H 2.652537 -0.520346 0.640701

Cartesian forces (eV/Å) of the 6 atoms listed first:
0.3 0.1 0.1
-0.1 -0.2 0.2
0.0 0.1 0.1
-0.1 0.1 -0.1
0.1 -0.1 0.1
0.0 0.1 -0.2

Here are the natural (NBO) charges for atoms 1 to 4, given in e: -0.215 -0.262 0.208 0.194



No. 3
# C36H59BrIMoP2Se2Si

A structure of composition C36H59BrIMoP2Se2Si in a non-equilibrium geometry (wB97M-V/def2-TZVPD, the OMol25 dataset).

Summary:
Total charge = +3
<S²> = 2.04
Gap between HOMO and LUMO (alpha / beta) = 0.23943 / 0.23651 Ha
E_LUMO (alpha / beta) = -9.3 / -9.4 eV
Relative energy (zero: lowest compared OMol25 entry of this formula, charge and spin) = 0.00 kcal per mole
Highest occupied orbital energy (alpha / beta) = -0.581 / -0.583 Eh
Multiplicity = 3

Positions of all 103 atoms, in Å:
H 1.785179 2.141367 -2.210378
H -3.650283 -2.235466 2.856603
H 0.479754 -2.933312 3.962062
C -0.351557 -3.379053 3.388200
H -2.259204 4.527056 2.831450
H 2.341497 -1.015142 4.352560
C -1.565749 2.774759 -2.552061
C -1.907754 3.617092 3.348079
H 4.341719 -2.344737 1.274736
C 2.039327 3.101740 4.079259
C 3.624890 -4.217996 0.509851
H 3.280156 4.702406 3.316582
C 0.794345 1.207215 4.760679
H 3.876128 -0.225892 0.442860
H -2.608784 -2.937993 -3.082482
H -2.730330 -3.481137 1.297484
H -0.545982 -3.653363 -2.952996
H -5.382517 0.535876 1.240704
C -0.966402 -1.599996 -3.630812
Mo -0.597105 0.080660 2.116988
H -4.383708 -0.632989 3.217805
H 2.219610 4.738936 1.091069
C 1.216385 -4.444911 0.492173
Se -3.022467 -0.601527 1.058651
Se -1.938013 2.295565 1.865077
C 2.506150 3.216727 5.393417
H 4.652038 -4.666999 0.423499
H -3.504243 0.876324 -2.957128
H 3.533207 0.061897 3.675920
Br -0.233485 0.222579 -0.662542
C 2.999068 -0.864029 3.524121
C -4.380760 0.960672 1.058507
H -1.679071 -3.483568 -0.111960
H 0.891238 -2.825889 -3.475400
C 1.192977 2.028738 3.703668
H -5.202209 -1.760748 2.116674
H 0.764282 0.717986 6.860405
C -0.036998 -2.612284 -2.943063
H 0.146040 -2.342141 -1.868327
H -0.120755 -2.370719 -5.507862
C -2.364652 -1.840427 -3.060316
H -3.571102 2.083064 -4.246770
H -0.637175 3.343297 -2.414145
C 0.778733 1.887070 2.347435
C 1.076440 -3.145779 0.979704
H -4.277130 1.300554 -0.003947
H 2.648172 0.962207 -5.528016
H 2.214136 -0.801301 -2.094477
C -1.147641 2.216962 -4.945207
C 1.678649 0.484057 -5.241969
H -0.000242 -4.413578 3.272721
C -4.248300 -1.402543 2.464153
H -1.653630 3.151710 -5.161702
H 0.344647 -4.988888 0.170590
H -0.887853 3.787309 3.672220
C -1.704170 -3.666318 0.953300
C 2.206904 -2.324515 1.239088
H -1.159438 -0.896585 -5.708794
C 1.822709 1.964835 -3.326609
C -1.029149 -1.852856 -5.142673
H -4.078394 1.676021 3.113248
C 2.485845 4.019027 3.091425
C 3.451662 -2.917133 1.034335
H 0.730600 2.767108 0.471707
H 1.238598 2.709222 -3.818925
H -1.912093 -2.439790 -5.427745
C 2.438981 -0.485107 -3.102670
C 2.059101 2.418758 6.413160
C -3.011760 1.201542 -3.889190
C 1.945212 3.968445 1.836496
H -2.375734 3.510328 -2.856177
H -1.335348 -3.380889 3.850911
C -1.556344 1.657743 -3.603757
H -3.180798 -1.390634 -3.689441
H 3.415267 1.236541 1.406685
H -0.087276 2.525412 -4.974503
H -4.447779 2.969463 1.801253
H 3.484909 -0.036331 -3.199445
C 1.120353 2.880529 1.454534
H 2.627787 -6.027710 -0.084183
C 1.191746 1.354978 6.085415
H -2.515334 3.270375 4.192200
H 1.716781 -0.569974 -5.640114
C 2.501167 -4.984420 0.232799
H -1.862631 2.348028 -1.592190
C -3.943916 1.978509 2.049816
H 3.721969 -1.722843 3.407292
H -3.069181 0.393404 -4.648703
H 2.892958 1.999981 -3.672543
H 3.268052 3.999716 5.569529
P 1.989609 -0.686309 1.973520
H -1.358758 1.551477 -5.810915
P -0.453249 -2.539350 1.759756
H 2.214638 2.641642 7.471478
H 2.501288 -1.463478 -3.643935
H -2.539762 -1.459360 -2.022541
Si -0.341093 0.189749 -3.226711
H 0.932951 1.072914 -5.851295
I -0.974231 -0.155913 4.704899
H -1.437484 -4.689682 1.192565
C 3.021999 0.364622 0.856098
C 1.439132 0.542586 -3.726631
H 2.384037 0.674814 -0.016164

Cartesian forces (eV/Å) of the 6 atoms listed first:
0.1 -0.1 -1.0
-0.5 0.2 0.2
-0.8 0.2 0.2
1.1 -0.1 -0.2
-0.1 -0.4 0.6
-0.3 -0.3 0.6

Here are the Mulliken charges for atoms 1 to 4, given in e: -0.152 0.242 0.282 -1.480